140
Properties=species:S:1:pos:R:3:forces:R:3 method="wB97M-V/def2-TZVPD" orbital_gap_ev=7.91 charge=0 e_tot_ev=-1644758.477 e_homo_ev=-8.45 lumo_ev=-0.537
C 1.589710 2.704669 4.340604 0.8 0.1 -0.3
C 1.603115 4.191850 4.026679 -0.5 -0.6 0.5
I 3.278150 4.541272 2.724375 0.1 0.2 0.0
C 0.287198 4.854254 3.624863 -0.4 -0.8 -0.4
I -1.231242 4.333097 5.077643 0.3 1.0 0.8
P -0.395614 4.637717 1.855224 0.3 1.5 0.6
I -1.527610 2.354168 2.481089 -0.3 -1.3 -0.7
C -2.065807 5.409569 1.603212 -0.1 -0.5 -0.8
C -3.118977 4.705161 0.726885 -0.8 0.5 0.7
C -4.363219 4.327861 1.561428 0.4 -0.7 -0.2
C -4.994346 2.984007 1.156750 -0.3 0.5 0.2
S -6.707991 3.212767 0.577010 -0.4 0.0 0.2
C -6.694905 2.692877 -1.073242 0.3 0.1 0.1
N -7.549879 2.965626 -1.995514 -0.2 0.2 0.2
N -7.082497 2.335642 -3.144584 -0.1 -0.1 -0.2
C -5.996272 1.754308 -2.817005 -0.1 0.1 0.5
O -5.686316 1.914365 -1.498595 0.3 -0.1 -0.5
C 0.627506 3.841566 0.544196 0.0 -0.2 0.5
C -0.029291 3.391765 -0.738073 0.0 -0.7 0.4
O -0.711037 4.135929 -1.379744 -0.4 0.5 -0.2
C 0.355126 2.011041 -1.192254 0.3 0.2 -0.9
C -0.068132 0.839942 -0.586471 0.6 -0.2 -0.5
C 0.393075 -0.377791 -1.087215 0.2 0.2 0.1
C 1.253765 -0.442053 -2.170465 -0.1 0.5 -0.1
C 1.652147 0.728132 -2.807554 -0.8 0.3 0.6
C 1.198964 1.946276 -2.314273 -0.1 -0.3 0.1
P 0.453636 6.716350 1.337672 0.2 0.3 -1.4
N 0.361278 7.088184 -0.197617 0.0 -0.3 0.3
H 2.607738 2.442237 4.594000 0.3 -0.1 0.2
H 0.993889 2.484499 5.211319 -0.5 -0.1 0.1
H 1.335013 2.095794 3.489488 -0.4 -0.2 -0.2
H 1.887832 4.663785 4.953854 0.3 0.5 0.1
H 0.376014 5.917708 3.774953 0.0 0.4 -0.1
H -2.474489 5.574031 2.590461 0.1 -0.1 0.5
H -1.914071 6.390654 1.181563 0.3 0.3 -0.2
H -3.453123 5.442810 0.011777 0.1 0.1 -0.4
H -2.775381 3.868579 0.144670 0.4 -0.3 0.0
H -4.084663 4.233157 2.602716 0.1 0.1 0.3
H -5.095037 5.119396 1.495802 -0.2 0.3 0.0
H -4.382856 2.447675 0.451627 0.0 -0.2 -0.4
H -5.082937 2.348526 2.022795 0.0 -0.3 0.3
H -5.327541 1.175860 -3.403443 0.3 -0.3 -0.4
H 1.407652 4.542329 0.267995 0.1 0.3 -0.2
H 1.124022 2.997635 0.995910 0.1 -0.3 0.4
H -0.733557 0.869782 0.249082 -0.2 0.0 0.3
H 0.085986 -1.283302 -0.597155 -0.1 -0.3 0.0
H 1.629399 -1.383954 -2.524366 0.1 -0.1 0.0
H 2.293396 0.704202 -3.664616 0.3 0.0 -0.3
H 1.513003 2.848690 -2.806104 0.0 0.4 -0.1
H -0.300748 7.611681 2.136684 0.2 -0.1 0.4
H 1.776955 6.875951 1.794891 -0.2 0.2 0.5
H -0.023364 6.324751 -0.748083 -0.1 0.1 -0.2
Br -2.808164 -1.848652 -3.669471 0.0 0.2 0.0
C -2.871038 -3.179787 -2.259599 -0.3 0.1 0.0
C -3.708537 -2.740525 -1.077317 1.0 -0.3 -0.8
Br -2.709649 -1.432675 0.034248 1.0 -0.6 -0.7
H -1.842773 -3.398432 -2.007075 0.0 -0.1 0.1
H -3.318708 -4.055614 -2.720733 0.0 0.0 0.0
H -3.895018 -3.589166 -0.421332 0.1 0.0 0.1
H -4.666244 -2.275753 -1.345974 0.9 -0.4 -0.3
Br -2.320485 -6.562353 -1.525065 0.0 -0.2 0.1
C -4.199886 -7.025864 -1.735029 0.1 0.2 0.0
C -4.938330 -6.966739 -0.424605 -0.1 -0.2 0.1
Br -4.533124 -8.498920 0.698274 0.0 0.1 0.0
H -4.229749 -8.008563 -2.191606 0.0 0.0 0.0
H -4.601882 -6.291874 -2.430897 0.0 0.0 0.0
H -6.011557 -7.006585 -0.594124 0.0 0.0 0.0
H -4.695354 -6.081530 0.153888 0.0 0.0 0.0
Br 0.748959 -3.663958 -2.324999 0.1 -0.4 0.0
C 1.091637 -5.534057 -1.890823 -0.1 0.1 0.2
C 2.541788 -5.886189 -2.038376 -0.1 -0.2 -0.3
Br 3.050569 -6.106558 -3.904327 0.0 0.1 0.0
H 0.441905 -6.130108 -2.523284 0.0 0.0 -0.1
H 0.787527 -5.641129 -0.851304 0.0 0.0 0.0
H 2.741746 -6.846548 -1.574563 0.0 0.0 0.1
H 3.206299 -5.141319 -1.619403 0.0 0.0 0.0
Br 3.944208 6.698779 6.390641 0.0 0.0 -0.1
C 5.596451 5.912467 5.730292 0.0 0.0 0.2
C 6.553241 6.949564 5.205187 0.0 -0.1 -0.2
Br 5.993432 7.615469 3.467514 0.0 0.1 0.0
H 5.311245 5.192374 4.971050 0.0 0.0 0.0
H 6.029644 5.393386 6.581981 0.0 0.0 0.0
H 7.533410 6.506160 5.048027 0.0 0.0 0.0
H 6.646165 7.812054 5.855546 0.0 0.0 0.1
Br 2.164042 -5.786525 1.847278 0.1 0.0 0.0
C 2.847198 -4.018864 2.289492 -0.2 -0.1 0.0
C 3.062138 -3.181964 1.058064 0.2 0.1 0.0
Br 4.667024 -3.729205 0.101069 0.1 0.1 0.0
H 3.757889 -4.168526 2.858870 0.0 0.0 0.0
H 2.089904 -3.568249 2.926496 0.0 0.0 0.0
H 3.226444 -2.140196 1.325058 0.0 0.0 0.0
H 2.238458 -3.244582 0.352364 0.0 0.0 0.0
Br -5.403532 -1.169257 0.394333 -3.1 1.0 1.5
C -7.318114 -1.582491 0.238141 0.2 0.5 0.0
C -8.026477 -1.516320 1.563701 -0.1 -0.2 0.0
Br -7.623501 -3.074999 2.661528 0.0 0.0 0.0
H -7.388220 -2.564097 -0.222355 0.0 0.0 0.0
H -7.723837 -0.834340 -0.441440 -0.1 0.0 0.0
H -9.105474 -1.530325 1.430371 0.0 0.0 0.0
H -7.744759 -0.643309 2.141610 0.0 0.0 0.0
Br 3.622978 -10.099121 1.999746 0.0 0.1 -0.1
C 3.587664 -10.264713 0.062971 0.0 -0.2 0.2
C 4.899304 -9.867658 -0.557329 0.0 0.2 -0.2
Br 5.127191 -7.937197 -0.576976 0.1 0.0 0.1
H 2.758887 -9.658587 -0.285984 0.0 0.0 0.0
H 3.377253 -11.313369 -0.132578 0.0 0.0 0.0
H 4.931074 -10.173797 -1.600242 0.0 0.0 0.0
H 5.756149 -10.278528 -0.035431 0.0 0.0 0.1
Br -4.101093 5.947280 -2.737392 -0.1 -0.1 0.0
C -2.607795 6.721237 -3.708415 -0.1 0.0 -0.1
C -2.209796 5.908738 -4.916092 0.2 0.0 0.1
Br -1.211404 4.319423 -4.408290 -0.1 0.0 -0.3
H -1.796488 6.825332 -2.995200 0.1 0.0 0.0
H -2.953838 7.705797 -4.014041 0.0 0.0 0.0
H -1.534953 6.485028 -5.543645 0.0 0.0 0.0
H -3.054912 5.577152 -5.509405 -0.1 0.0 0.0
Br -0.697713 5.579574 -8.363174 0.0 0.0 -0.1
C 0.959448 6.574163 -8.152871 -0.1 -0.1 0.2
C 0.746060 8.057478 -8.288047 0.1 0.1 -0.2
Br 0.498512 8.587630 -10.142104 -0.1 0.0 0.0
H 1.654419 6.183140 -8.887334 0.0 0.0 0.0
H 1.313769 6.332336 -7.153064 0.0 0.0 0.0
H 1.625731 8.598550 -7.948386 0.0 0.0 0.0
H -0.125916 8.404231 -7.744587 0.0 0.0 0.0
Br 3.605750 -12.614222 8.004514 0.0 0.0 0.0
C 4.024464 -11.475438 6.484889 -0.1 0.0 0.2
C 2.957441 -11.537732 5.426200 0.1 -0.1 -0.2
Br 3.052941 -13.183484 4.398188 -0.1 0.0 0.1
H 4.994789 -11.788378 6.115991 0.0 0.0 -0.1
H 4.095854 -10.469170 6.890394 0.0 0.0 0.0
H 3.096223 -10.738217 4.703195 0.0 0.0 0.0
H 1.955628 -11.482998 5.837128 0.0 0.0 0.1
Br 4.223857 0.741760 -1.276578 0.4 -0.1 0.3
C 5.828695 0.203516 -0.310686 -0.2 0.2 0.0
C 6.974786 1.152509 -0.540368 0.2 -0.1 -0.1
Br 7.773521 0.901722 -2.295155 0.0 0.1 0.0
H 6.054500 -0.808773 -0.623874 0.0 -0.1 0.0
H 5.546563 0.203966 0.740520 0.0 0.0 0.0
H 7.775862 0.963017 0.170263 0.0 0.0 0.0
H 6.674015 2.192671 -0.478915 0.0 0.0 0.0